Formula: C5H9N3
Source: the OMol25 dataset
Level of theory: ωB97M-V with the def2-TZVPD basis set

The geometry in XYZ format:
```
17
Properties=species:S:1:pos:R:3:forces:R:3
C -1.04924 -1.12970 -0.55025 0.9 4.9 1.3
C -0.17808 -0.32055 0.56184 2.0 -4.2 0.4
C 0.98245 0.38921 -0.04573 -0.2 0.7 0.1
N -1.83235 0.07279 -0.25667 -2.4 0.0 -2.1
N 0.81496 1.77694 -0.15371 0.1 -0.9 -0.3
C -0.24676 -0.51316 1.89220 -0.1 0.0 -0.4
C 2.07250 -0.26844 -0.43297 0.0 0.0 0.0
N -0.78319 -1.56445 -1.69651 -0.1 -0.7 0.5
H -2.20528 0.59689 -1.04760 -0.4 -0.1 -0.1
H -2.42941 0.10506 0.55805 0.2 -0.2 0.0
H 0.12089 2.22250 0.42913 0.5 0.0 -0.1
H 1.62377 2.26951 -0.50341 -0.4 0.3 0.3
H -1.44388 -1.27261 -2.42339 -0.2 -0.1 0.3
H 0.59335 -0.25309 2.51463 -0.2 0.6 0.1
H -1.08656 -1.01642 2.35035 0.1 -0.4 0.0
H 2.07818 -1.34441 -0.45419 0.0 -0.1 0.1
H 2.96864 0.24991 -0.74176 0.0 0.1 -0.2
```
Positions in Å, forces in eV/Å.

Values from the calculation:
- Energy above the lowest of the compared OMol25 structures with the same formula, charge and spin: 105.4 kcal/mol
- Kohn-Sham gap: 8.19 eV
- E_LUMO: 0.024 Ha



Formula: C4H8N5O2
Source: the OMol25 dataset
Level of theory: ωB97M-V with the def2-TZVPD basis set

The geometry in XYZ format:
```
19
Properties=species:S:1:pos:R:3:forces:R:3
N -3.22331 -0.02809 -0.15742 2.4 0.8 1.9
C -2.13906 -0.58104 -0.73154 -0.8 -0.7 -0.7
O -2.13116 -1.38455 -1.63707 0.1 -0.5 -0.8
C -0.79622 -0.11245 -0.18884 0.1 0.1 -0.9
N -0.91525 0.92397 0.52239 -0.1 1.4 1.5
O 0.07758 1.64761 0.97613 1.5 -1.2 -0.2
C 1.56291 1.06386 0.81255 -1.7 1.0 2.2
N 2.10962 0.39587 1.91627 0.5 3.3 -2.7
N 1.54429 0.30746 -0.37716 -0.7 -2.0 -1.2
C 0.50760 -0.49625 -0.76955 -0.7 1.0 0.6
N 0.51598 -1.45211 -1.66375 4.1 0.4 0.9
H -2.85189 0.54882 0.60165 -1.1 0.2 -0.2
H -4.14679 0.18698 -0.45664 -0.4 -0.6 -0.8
H 2.00853 2.06040 0.71494 0.4 -0.6 -0.2
H 2.41798 0.98642 2.62471 0.8 1.6 1.1
H 1.90074 -0.41125 2.35282 -1.7 -3.8 0.6
H 2.49088 0.08312 -0.61736 0.4 -0.4 -0.7
H -0.32649 -1.80181 -2.01018 -2.2 -0.7 -0.4
H 1.39406 -1.93698 -1.91193 -0.7 0.7 -0.1
```
Positions in Å, forces in eV/Å.

Values from the calculation:
- Energy above the lowest of the compared OMol25 structures with the same formula, charge and spin: 52.6 kcal/mol
- Kohn-Sham gap: 9.21 eV
- Total charge: +1
- E_LUMO: -0.177 Ha
- SMILES string: NC(=O)C1=NO[C@@H](N)NC1=[NH2+]



Formula: C14H42Ba2N2O13
Source: the OMol25 dataset
Level of theory: ωB97M-V with the def2-TZVPD basis set

The geometry in XYZ format:
```
73
Properties=species:S:1:pos:R:3:forces:R:3
Ba 1.75024 17.45848 13.89994 -0.6 0.4 -1.0
Ba 5.44618 15.82628 10.65781 -1.2 1.2 -0.6
N 3.61588 19.17024 11.75289 -0.7 -0.5 0.1
O 4.09776 19.91188 10.91267 0.1 0.0 0.2
O 3.98874 17.95834 11.85914 0.7 -0.3 0.2
O 2.70308 19.52787 12.52428 0.3 0.5 -0.1
N 1.75064 15.92060 10.19659 -0.3 0.1 0.0
O 0.76946 15.92630 9.50340 -0.1 0.0 -0.1
O 1.66540 16.20469 11.42936 0.6 -0.3 0.5
O 2.88568 15.63614 9.70256 0.8 0.0 0.6
C 5.25173 20.21151 15.24454 0.4 0.0 -0.2
C 4.62336 18.83777 15.32956 0.1 0.4 0.8
O 3.19975 18.92884 15.63013 0.6 -0.2 -0.4
H 5.18993 20.73041 16.20360 -0.2 0.0 -0.1
H 4.83856 20.82810 14.44634 -0.1 0.0 0.1
H 6.32659 20.10786 15.06659 -0.1 0.0 -0.1
H 5.07707 18.30398 16.16930 0.1 -0.2 -0.3
H 4.76883 18.27128 14.40691 -0.3 0.0 0.0
H 3.15324 19.57312 16.34604 -0.4 0.0 0.0
C 1.30954 23.50084 12.66237 -0.2 0.7 0.0
C 2.12586 22.82824 11.59261 -1.0 -0.5 -1.2
O 3.50510 22.75792 11.84712 0.2 0.0 0.4
H 0.26472 23.48123 12.33447 0.0 -0.2 0.2
H 1.52892 24.56799 12.74886 0.3 -0.1 0.0
H 1.40103 23.06255 13.65599 0.1 -0.2 0.0
H 1.91275 23.31646 10.62592 0.3 0.4 0.3
H 1.69049 21.83795 11.37984 0.3 -0.2 0.5
H 3.82772 21.92852 11.48226 0.0 0.0 -0.1
C -0.23517 20.00639 10.24220 0.3 0.3 -0.3
C -0.49429 19.79483 11.70559 -0.1 -0.3 0.5
O -0.12948 18.44180 12.09203 0.2 0.0 0.6
H -0.53179 20.99879 9.89665 -0.2 0.0 0.2
H -0.74595 19.27337 9.61893 0.0 -0.1 0.0
H 0.84112 19.94837 10.05833 -0.1 -0.2 0.0
H -1.52135 19.97781 12.03300 -0.1 0.0 -0.3
H 0.13175 20.43836 12.32184 0.1 0.0 -0.1
H -0.70978 17.79538 11.67527 0.0 0.1 -0.3
C 5.90952 23.16797 8.64074 -0.1 0.2 0.8
C 5.26906 21.82371 8.37332 0.0 -0.1 -0.8
O 4.77626 21.71759 7.03205 -0.3 -0.2 0.1
H 6.95594 23.23662 8.34912 0.0 -0.1 -0.2
H 5.85523 23.41171 9.70942 0.1 -0.2 -0.1
H 5.33085 23.95617 8.16149 0.0 -0.1 -0.2
H 4.39378 21.68294 9.00712 0.0 0.0 0.0
H 5.94234 20.96915 8.53122 0.2 0.2 0.4
H 5.50135 21.70995 6.40037 0.1 0.2 0.1
C 7.41342 19.35063 11.82476 0.6 0.1 0.2
C 7.87479 18.19417 12.68724 -0.1 0.6 0.2
O 7.50171 16.91419 12.08327 0.2 0.0 0.0
H 6.34215 19.29284 11.65399 0.0 0.0 -0.2
H 7.99576 19.39462 10.90397 -0.3 -0.1 -0.2
H 7.60903 20.30263 12.32554 0.0 -0.1 0.2
H 7.44575 18.27464 13.68849 -0.2 -0.4 -0.1
H 8.95313 18.19380 12.84010 0.0 0.0 -0.2
H 8.34998 16.50617 11.87407 -0.1 -0.2 0.0
C 0.23443 21.34577 16.48322 0.6 -0.4 0.0
C 0.37616 20.65096 15.13541 -0.5 0.0 0.6
O 0.13467 19.21666 15.22497 0.0 0.0 -0.1
H 0.69238 20.76763 17.29104 0.0 -0.1 -0.1
H -0.80647 21.49980 16.75514 0.0 0.2 0.0
H 0.78869 22.28385 16.43102 -0.4 0.2 0.1
H 1.37773 20.76571 14.72944 0.0 0.0 -0.1
H -0.37109 21.07193 14.46346 0.3 0.0 -0.3
H -0.81165 19.10573 15.37084 0.0 -0.1 0.1
C 3.58890 18.17927 7.54185 0.5 -0.5 -0.6
C 5.09825 18.14967 7.75844 -0.1 0.2 0.1
O 5.45965 18.09586 9.16793 0.3 -0.6 0.0
H 3.07293 18.70993 8.33676 0.0 0.2 0.0
H 3.18851 17.16893 7.45719 -0.1 0.0 0.3
H 3.41870 18.65209 6.57370 -0.2 0.2 0.2
H 5.57097 19.01894 7.30146 0.0 0.1 0.2
H 5.57050 17.27858 7.29998 -0.1 -0.1 0.0
H 5.23518 18.93839 9.59165 -0.2 0.0 0.0
```
Positions in Å, forces in eV/Å.

Values from the calculation:
- Kohn-Sham gap: 7.84 eV
- Total charge: +2
- E_LUMO: -0.225 Ha



Formula: C3H12N2O
Source: the OMol25 dataset
Level of theory: ωB97M-V with the def2-TZVPD basis set

The geometry in XYZ format:
```
18
Properties=species:S:1:pos:R:3:forces:R:3
N 0.85965 -0.48631 0.00481 -1.1 0.8 1.1
C -0.42725 0.12249 -0.22706 1.0 0.2 1.0
C -0.39705 1.62577 0.12104 0.5 0.8 -0.8
C -0.84820 -0.08963 -1.69574 -1.4 -2.0 -0.4
N -1.69220 -1.29752 -1.80688 1.7 -0.1 0.0
H 1.66332 0.13834 0.04739 0.0 -0.1 -0.5
H 0.83478 -0.99995 0.87835 0.5 -0.7 -0.2
H -1.17254 -0.35829 0.40212 0.0 -0.2 0.0
H 0.51670 1.96849 0.60502 0.0 -0.4 0.4
H -0.37990 2.21334 -0.80191 -0.4 0.0 0.1
H -1.23821 1.90080 0.75158 -0.1 0.0 -0.1
H 0.01748 -0.27334 -2.33165 0.0 0.7 -0.3
H -1.49004 0.73915 -1.98152 0.4 0.5 -0.2
H -1.75970 -1.85622 -0.96534 -0.7 0.3 0.4
H -1.32249 -1.96897 -2.47773 -0.2 0.3 -0.4
H 2.76013 -1.04535 3.30005 0.5 -0.7 0.3
H 1.60164 -0.09431 3.28649 0.3 0.2 0.1
O 2.47389 -0.23850 2.89098 -1.0 0.5 -0.5
```
Positions in Å, forces in eV/Å.

Values from the calculation:
- Energy above the lowest of the compared OMol25 structures with the same formula, charge and spin: 18.7 kcal/mol
- 2S+1: 2
- Kohn-Sham gap (spin up / spin down): 12.24 / 5.28 eV
- Total charge: +1
- E_LUMO (spin up / spin down): -0.110 / -0.317 Ha



Formula: C5H22N2O4S
Source: the OMol25 dataset
Level of theory: ωB97M-V with the def2-TZVPD basis set

The geometry in XYZ format:
```
34
Properties=species:S:1:pos:R:3:forces:R:3
C 1.95591 2.22303 0.86883 -2.2 2.6 -1.1
C 1.16921 2.13954 -0.45193 1.0 -3.6 1.5
N 1.93059 1.31501 -1.45070 -1.6 -0.7 0.2
C -0.18003 1.45583 -0.02349 -1.0 0.1 -2.1
N -0.07633 -0.02642 0.10305 0.0 3.6 1.6
C -0.81966 -0.61339 1.21354 1.9 3.5 1.4
C 0.29267 -1.12862 2.15212 0.5 -0.2 -1.5
S -0.17836 -2.61735 2.99018 0.2 0.2 1.7
H 1.99847 1.40113 1.47193 0.6 -3.0 0.7
H 1.28979 2.80218 1.50179 0.2 1.0 0.2
H 2.86719 2.72289 0.74088 1.5 0.6 0.1
H 1.11379 3.08988 -0.89932 -0.7 1.3 -0.3
H 2.76811 1.79218 -1.69678 0.7 0.2 -0.1
H 2.14323 0.37337 -1.09744 0.1 0.9 0.4
H -0.53763 1.88386 0.90542 0.5 -0.1 0.5
H -1.02594 1.83768 -0.68964 0.9 -0.8 0.0
H -0.14871 -0.48812 -0.74643 -0.4 -1.0 -1.5
H -1.50998 -1.31014 0.85843 -1.1 -1.3 -0.1
H -1.33462 0.28206 1.82421 0.5 -2.2 -1.4
H 1.27137 -1.20305 1.62811 -0.9 -1.1 -0.6
H 0.69721 -0.29856 2.67178 -0.6 0.8 2.0
H 0.00763 -3.34116 1.91723 -0.1 -0.5 -0.5
O 1.23258 -1.32285 -2.05788 0.2 2.8 -1.8
H 1.33924 -0.34335 -2.47377 -0.4 -2.6 1.6
H 1.20285 -1.85441 -2.85244 0.1 -0.4 -0.3
O -3.85866 1.69700 0.06628 -4.4 -2.4 -3.9
H -3.15632 1.90150 0.55085 4.7 1.4 3.3
H -3.59540 0.88244 -0.42470 -0.2 0.9 0.5
O -0.01406 -3.44976 -0.18692 -2.0 1.4 -1.8
H 0.11717 -3.00119 -1.05816 -0.3 -0.2 1.1
H 0.81525 -3.81664 -0.03613 2.4 -1.1 0.6
O -2.41480 -0.96266 -1.50694 -3.0 -2.3 3.2
H -2.04387 -0.56162 -2.24818 0.0 0.7 -2.4
H -3.31787 -1.46028 -1.56377 2.8 1.7 -0.8
```
Positions in Å, forces in eV/Å.

Values from the calculation:
- Energy above the lowest of the compared OMol25 structures with the same formula, charge and spin: 81.1 kcal/mol
- Kohn-Sham gap: 8.34 eV
- E_LUMO: 0.006 Ha
- SMILES string: C[C@@H](N)CNCCS.O.O.O.O



Formula: C21H31F5MnP2
Source: the OMol25 dataset
Level of theory: ωB97M-V with the def2-TZVPD basis set

The geometry in XYZ format:
```
60
Properties=species:S:1:pos:R:3:forces:R:3
P -0.98876 1.81916 -0.65659 0.5 -0.4 -0.6
P 0.96837 0.09876 1.27702 -0.6 -0.3 -0.1
C -0.68527 0.06362 -1.03337 -0.5 -0.6 -0.5
C -0.23715 -0.77777 0.20633 -0.1 -0.7 -0.2
H 0.09656 0.02240 -1.81539 -0.3 0.1 0.3
H -1.60645 -0.35893 -1.47749 0.6 -0.2 0.2
H -1.12239 -1.00196 0.83752 0.5 0.1 -0.2
H 0.18589 -1.74623 -0.13531 -0.5 0.5 0.1
C 2.62195 -0.18193 0.56910 0.2 -0.4 0.1
H 3.36701 0.26849 1.24542 -0.3 -0.2 -0.2
H 2.71653 0.31477 -0.40975 -0.1 -0.2 0.3
H 2.81754 -1.26181 0.46114 0.1 0.4 0.0
C 0.94905 -0.58410 2.93785 0.1 -1.0 0.4
H 1.07986 -1.67642 2.91774 0.0 0.2 0.2
H 0.00364 -0.33352 3.43702 0.2 -0.1 -0.2
H 1.75842 -0.13319 3.52868 -0.2 -0.1 -0.3
C -0.88539 2.78716 -2.17515 -0.6 -0.1 -0.8
H -1.18941 3.81792 -1.93911 0.1 -0.3 -0.1
H -1.54145 2.37172 -2.95801 0.2 0.3 0.1
H 0.14885 2.81323 -2.54408 -0.3 -0.1 0.2
C -2.70659 1.92617 -0.06093 -0.2 0.0 -0.2
H -2.81392 1.43744 0.91914 0.1 0.1 -0.3
H -3.36599 1.43562 -0.79423 0.0 0.2 0.3
H -2.99611 2.98063 0.05482 0.1 -0.3 -0.1
Mn 0.51406 2.32427 0.98966 1.2 1.3 1.4
C -0.97313 -4.16372 -0.94133 0.7 -0.5 0.3
C 0.16577 -3.86514 -1.57348 0.0 -0.9 0.2
C 0.37990 -3.97985 -3.05843 -0.2 0.3 -0.2
C -0.87252 -3.75148 -3.92792 0.5 -0.2 -0.8
C -1.58921 -2.48011 -3.58930 -1.1 0.4 0.0
C -2.58090 -2.32103 -2.69386 0.1 -0.3 -1.3
C -3.20001 -3.43252 -1.89761 0.2 -0.2 0.3
C -2.26366 -4.61077 -1.56087 -0.7 -0.4 0.4
C -0.02068 4.21760 0.88313 -1.1 1.8 0.5
H -1.00777 -4.23488 0.15899 0.3 0.5 -0.5
H 1.09174 -3.70310 -1.00448 -0.5 0.1 0.0
H 0.79686 -4.96686 -3.30697 0.0 0.2 0.1
H 1.12682 -3.23701 -3.37155 0.0 -0.2 0.1
H -0.50147 -3.59553 -4.95319 -0.1 -0.3 0.2
H -1.51016 -4.64941 -3.99001 0.2 0.6 0.1
H -1.31127 -1.66249 -4.27136 -0.2 0.0 0.7
H -3.12790 -1.37336 -2.64673 0.4 -0.1 0.0
H -4.07925 -3.83040 -2.42444 0.1 0.2 0.1
H -3.56245 -3.03056 -0.94123 0.0 0.0 -0.2
H -2.77185 -5.18237 -0.76872 0.0 0.0 -0.3
H -2.16006 -5.31790 -2.40009 0.1 0.5 0.5
H -0.12605 4.58006 1.91687 -0.1 0.3 -0.3
H -0.91551 4.48763 0.32095 -0.1 0.4 0.0
H 0.83677 4.75576 0.45171 -0.1 -0.1 0.0
F 3.54224 3.60358 1.08496 0.0 0.0 -0.1
C 3.05600 3.50834 2.34854 -0.1 0.0 1.3
C 1.81653 2.91019 2.57294 1.7 0.2 1.0
C 1.47103 2.87818 3.92386 1.3 0.6 0.1
F 0.27755 2.36962 4.30949 -0.2 -0.2 0.0
C 2.29388 3.35197 4.97726 -0.4 -0.2 -1.1
F 1.89353 3.22523 6.24165 -0.1 0.0 0.4
C 3.51818 3.95632 4.69441 -0.6 -0.4 -0.3
F 4.29633 4.44549 5.67332 -0.2 -0.1 -0.3
C 3.88320 4.03549 3.35810 -0.2 0.0 -0.7
F 5.03864 4.63753 3.02337 0.0 -0.1 0.1
```
Positions in Å, forces in eV/Å.

Values from the calculation:
- Energy above the lowest of the compared OMol25 structures with the same formula, charge and spin: 0.0 kcal/mol
- 2S+1: 6
- Kohn-Sham gap (spin up / spin down): 4.78 / 8.26 eV
- E_LUMO (spin up / spin down): 0.011 / 0.005 Ha



no.,E_tot (hartree)
1,-360.02933
2,-581.18906
3,-1696.66575
4,-305.90292
5,-1012.25038
6,-3151.62232